# C56H128F6N10O10

A 12-piece molecular cluster, C56H128F6N10O10 overall (the ωB97M-V functional and the def2-TZVPD basis, the OMol25 dataset).

Each atom is followed by the atoms it is bonded to, with distances in Å.
Positions of all 210 atoms, in Å:
1 C -18.81 13.24 26.31  C2 1.558, H9 1.090, H10 1.090, H11 1.090
2 C -18.28 13.35 27.77  C1 1.558, N3 1.455, H12 1.090, H13 1.090
3 N -16.84 13.52 27.88  C2 1.455, C4 1.431, C7 1.323
4 C -16.03 14.70 27.86  N3 1.431, C5 1.461, H14 1.080
5 C -14.62 14.38 28.06  C4 1.461, N6 1.406, H15 1.080
6 N -14.68 12.99 28.21  C5 1.406, C7 1.387, C8 1.478
7 C -15.97 12.53 27.98  N3 1.323, N6 1.387, H16 1.080
8 C -13.47 12.18 28.45  N6 1.478, H17 1.090, H18 1.090, H19 1.090
9 H -19.82 12.85 26.16  C1 1.090
10 H -18.08 12.66 25.76  C1 1.090
11 H -18.72 14.14 25.71  C1 1.090
12 H -18.53 12.39 28.22  C2 1.090
13 H -18.77 14.18 28.27  C2 1.090
14 H -16.59 15.63 27.85  C4 1.080
15 H -13.75 15.01 28.18  C5 1.080
16 H -16.29 11.50 27.86  C7 1.080
17 H -12.71 12.86 28.84  C8 1.090
18 H -13.17 11.75 27.49  C8 1.090
19 H -13.75 11.58 29.32  C8 1.090
20 C -16.44 18.83 32.77  C21 1.565, H28 1.090, H29 1.090, H30 1.090
21 C -16.50 17.82 31.58  C20 1.565, N22 1.492, H31 1.090, H32 1.090
22 N -15.23 17.79 30.80  C21 1.492, C23 1.364, C26 1.365
23 C -13.95 17.73 31.26  N22 1.364, C24 1.455, H33 1.080
24 C -13.07 17.79 30.10  C23 1.455, N25 1.429, H34 1.080
25 N -13.97 17.99 29.00  C24 1.429, C26 1.314, C27 1.453
26 C -15.20 18.02 29.45  N22 1.365, N25 1.314, H35 1.080
27 C -13.60 18.28 27.63  N25 1.453, H36 1.090, H37 1.090, H38 1.090
28 H -16.57 19.87 32.45  C20 1.090
29 H -15.69 18.56 33.51  C20 1.090
30 H -17.26 18.63 33.47  C20 1.090
31 H -17.40 17.91 30.97  C21 1.090
32 H -16.54 16.82 32.01  C21 1.090
33 H -13.70 17.68 32.31  C23 1.080
34 H -12.02 17.73 29.88  C24 1.080
35 H -16.08 18.19 28.84  C26 1.080
36 H -12.71 17.70 27.37  C27 1.090
37 H -13.30 19.33 27.56  C27 1.090
38 H -14.47 17.93 27.08  C27 1.090
39 C -10.63 14.88 27.61  O40 1.417, O41 1.394, C42 1.564, H53 1.090
40 O -11.61 14.62 26.63  C39 1.417, C46 1.420
41 O -11.25 15.21 28.82  C39 1.394
42 C -9.73 13.60 27.59  C39 1.564, F43 1.323, F44 1.392, F45 1.336
43 F -8.85 13.69 28.57  C42 1.323
44 F -10.35 12.36 27.73  C42 1.392
45 F -9.08 13.46 26.43  C42 1.336
46 C -11.28 15.10 25.33  O40 1.420, C47 1.558, H51 1.090, H52 1.090
47 C -12.48 14.77 24.39  C46 1.558, H48 1.090, H49 1.090, H50 1.090
48 H -12.50 13.72 24.10  C47 1.090
49 H -13.42 15.20 24.72  C47 1.090
50 H -12.26 15.29 23.46  C47 1.090
51 H -10.32 14.87 24.87  C46 1.090
52 H -11.24 16.19 25.31  C46 1.090
53 H -10.05 15.72 27.23  C39 1.090
54 C -18.53 17.85 27.19  O55 1.427, O56 1.415, C57 1.557, H68 1.090
55 O -17.27 17.74 26.53  C54 1.427, C61 1.470
56 O -18.58 16.92 28.25  C54 1.415
57 C -18.75 19.39 27.28  C54 1.557, F58 1.357, F59 1.419, F60 1.323
58 F -17.87 20.10 28.03  C57 1.357
59 F -18.74 19.97 25.98  C57 1.419
60 F -19.91 19.75 27.81  C57 1.323
61 C -17.17 17.40 25.10  O55 1.470, C62 1.559, H66 1.090, H67 1.090
62 C -15.72 17.74 24.64  C61 1.559, H63 1.090, H64 1.090, H65 1.090
63 H -15.69 17.97 23.57  C62 1.090
64 H -15.39 18.71 25.01  C62 1.090
65 H -15.04 16.95 24.97  C62 1.090
66 H -17.72 18.15 24.53  C61 1.090
67 H -17.50 16.39 24.87  C61 1.090
68 H -19.29 17.48 26.50  C54 1.090
69 C -15.87 13.61 35.75  C70 1.620, H75 1.090, H76 1.090, H77 1.090
70 C -16.53 14.58 34.62  C69 1.620, C71 1.491, H78 1.090, H79 1.090
71 C -16.93 15.89 35.20  C70 1.491, C72 1.547, H80 1.090, H81 1.090
72 C -15.68 16.70 35.62  C71 1.547, C73 1.553, H82 1.090, H83 1.090
73 C -15.96 18.09 36.25  C72 1.553, C74 1.556, H84 1.090, H85 1.090
74 C -14.63 18.89 36.36  C73 1.556, H86 1.090, H87 1.090, H88 1.090
75 H -14.93 13.88 36.23  C69 1.090
76 H -15.53 12.74 35.20  C69 1.090
77 H -16.53 13.38 36.58  C69 1.090
78 H -15.93 14.64 33.71  C70 1.090
79 H -17.46 14.08 34.35  C70 1.090
80 H -17.58 15.69 36.05  C71 1.090
81 H -17.50 16.46 34.47  C71 1.090
82 H -15.12 16.01 36.24  C72 1.090
83 H -15.21 16.82 34.64  C72 1.090
84 H -16.62 18.69 35.62  C73 1.090
85 H -16.37 18.00 37.25  C73 1.090
86 H -13.85 18.25 36.77  C74 1.090
87 H -14.41 19.34 35.40  C74 1.090
88 H -14.73 19.73 37.05  C74 1.090
89 C -17.50 21.81 34.30  C90 1.546, H95 1.090, H96 1.090, H97 1.090
90 C -18.76 22.01 33.43  C89 1.546, C91 1.539, H98 1.090, H99 1.090
91 C -18.63 21.48 31.99  C90 1.539, C92 1.606, H100 1.090, H101 1.090
92 C -19.88 21.64 31.00  C91 1.606, C93 1.498, H102 1.090, H103 1.090
93 C -20.22 22.94 30.34  C92 1.498, C94 1.528, H104 1.090, H105 1.090
94 C -19.30 23.26 29.16  C93 1.528, H106 1.090, H107 1.090, H108 1.090
95 H -17.74 22.18 35.29  C89 1.090
96 H -16.51 22.22 34.09  C89 1.090
97 H -17.26 20.78 34.53  C89 1.090
98 H -19.63 21.50 33.87  C90 1.090
99 H -19.07 23.05 33.37  C90 1.090
100 H -18.56 20.39 32.02  C91 1.090
101 H -17.77 21.96 31.52  C91 1.090
102 H -19.99 20.74 30.38  C92 1.090
103 H -20.69 21.42 31.70  C92 1.090
104 H -21.16 22.84 29.81  C93 1.090
105 H -20.33 23.68 31.13  C93 1.090
106 H -18.39 23.69 29.58  C94 1.090
107 H -19.15 22.38 28.53  C94 1.090
108 H -19.68 24.04 28.52  C94 1.090
109 C -11.82 11.89 31.80  C110 1.484, H115 1.090, H116 1.090, H117 1.090
110 C -12.67 12.98 32.34  C109 1.484, C111 1.512, N114 1.493, H118 1.090
111 C -11.97 13.98 33.24  C110 1.512, O112 1.450, H119 1.090, H120 1.090
112 O -12.89 14.96 33.78  C111 1.450, C113 1.393
113 C -12.30 15.87 34.65  O112 1.393, H121 1.090, H122 1.090, H123 1.090
114 N -13.47 13.69 31.31  C110 1.493, H124 1.010, H125 1.010
115 H -12.47 11.42 31.07  C109 1.090
116 H -11.54 11.15 32.55  C109 1.090
117 H -10.95 12.36 31.34  C109 1.090
118 H -13.37 12.55 33.06  C110 1.090
119 H -11.14 14.37 32.65  C111 1.090
120 H -11.44 13.54 34.09  C111 1.090
121 H -12.89 15.86 35.57  C113 1.090
122 H -12.25 16.88 34.24  C113 1.090
123 H -11.26 15.68 34.95  C113 1.090
124 H -12.71 14.14 30.82  N114 1.010
125 H -13.92 14.43 31.82  N114 1.010
126 C -21.33 18.62 34.01  C127 1.486, H132 1.090, H133 1.090, H134 1.090
127 C -21.12 17.65 32.90  C126 1.486, C128 1.506, N131 1.468, H135 1.090
128 C -21.85 18.06 31.65  C127 1.506, O129 1.435, H136 1.090, H137 1.090
129 O -21.75 17.06 30.63  C128 1.435, C130 1.353
130 C -22.41 17.32 29.48  O129 1.353, H138 1.090, H139 1.090, H140 1.090
131 N -19.67 17.55 32.72  C127 1.468, H141 1.010, H142 1.010
132 H -20.87 19.58 33.81  C126 1.090
133 H -20.86 18.29 34.94  C126 1.090
134 H -22.40 18.70 34.21  C126 1.090
135 H -21.51 16.68 33.23  C127 1.090
136 H -21.29 18.87 31.17  C128 1.090
137 H -22.85 18.41 31.92  C128 1.090
138 H -23.47 17.42 29.72  C130 1.090
139 H -22.45 16.39 28.91  C130 1.090
140 H -22.00 18.08 28.83  C130 1.090
141 H -19.45 18.26 32.03  N131 1.010
142 H -19.51 16.67 32.26  N131 1.010
143 C -19.92 13.38 32.14  C144 1.536, H149 1.090, H150 1.090, H151 1.090
144 C -19.74 13.94 30.72  C143 1.536, C145 1.504, N148 1.473, H152 1.090
145 C -21.00 13.72 29.92  C144 1.504, O146 1.465, H153 1.090, H154 1.090
146 O -21.27 12.33 29.54  C145 1.465, C147 1.412
147 C -22.38 12.11 28.70  O146 1.412, H155 1.090, H156 1.090, H157 1.090
148 N -19.51 15.39 30.77  C144 1.473, H158 1.010, H159 1.010
149 H -19.09 13.64 32.80  C143 1.090
150 H -19.96 12.29 32.09  C143 1.090
151 H -20.89 13.70 32.52  C143 1.090
152 H -18.88 13.45 30.26  C144 1.090
153 H -20.90 14.30 29.00  C145 1.090
154 H -21.81 14.19 30.47  C145 1.090
155 H -22.12 12.71 27.83  C147 1.090
156 H -23.34 12.41 29.12  C147 1.090
157 H -22.37 11.08 28.37  C147 1.090
158 H -19.16 15.74 29.89  N148 1.010
159 H -20.43 15.81 30.73  N148 1.010
160 C -11.59 22.13 25.64  C161 1.534, H166 1.090, H167 1.090, H168 1.090
161 C -12.38 21.69 24.41  C160 1.534, C162 1.543, N165 1.461, H169 1.090
162 C -11.96 20.36 23.75  C161 1.543, O163 1.454, H170 1.090, H171 1.090
163 O -10.56 20.31 23.38  C162 1.454, C164 1.399
164 C -10.08 19.04 23.03  O163 1.399, H172 1.090, H173 1.090, H174 1.090
165 N -13.80 21.65 24.75  C161 1.461, H175 1.010, H176 1.010
166 H -10.53 22.00 25.39  C160 1.090
167 H -11.79 21.47 26.48  C160 1.090
168 H -11.78 23.14 26.01  C160 1.090
169 H -12.21 22.44 23.64  C161 1.090
170 H -12.61 20.29 22.87  C162 1.090
171 H -12.26 19.52 24.38  C162 1.090
172 H -10.14 18.71 22.00  C164 1.090
173 H -10.44 18.29 23.74  C164 1.090
174 H -9.04 19.30 23.24  C164 1.090
175 H -14.05 20.75 25.12  N165 1.010
176 H -14.25 21.70 23.84  N165 1.010
177 C -5.76 18.97 25.52  C178 1.609, H183 1.090, H184 1.090, H185 1.090
178 C -6.47 18.88 26.96  C177 1.609, C179 1.566, N182 1.487, H186 1.090
179 C -7.99 19.22 26.84  C178 1.566, O180 1.402, H187 1.090, H188 1.090
180 O -8.65 19.14 28.08  C179 1.402, C181 1.460
181 C -10.06 19.49 27.87  O180 1.460, H189 1.090, H190 1.090, H191 1.090
182 N -6.28 17.41 27.08  C178 1.487, H192 1.010, H193 1.010
183 H -5.66 20.00 25.19  C177 1.090
184 H -6.32 18.49 24.72  C177 1.090
185 H -4.74 18.57 25.55  C177 1.090
186 H -5.91 19.28 27.81  C178 1.090
187 H -8.51 18.66 26.06  C179 1.090
188 H -8.00 20.27 26.54  C179 1.090
189 H -10.16 20.55 27.66  C181 1.090
190 H -10.65 19.24 28.76  C181 1.090
191 H -10.53 18.75 27.23  C181 1.090
192 H -6.75 17.29 27.97  N182 1.010
193 H -5.31 17.20 27.25  N182 1.010
194 C -8.22 16.76 29.95  C195 1.551, H200 1.090, H201 1.090, H202 1.090
195 C -8.95 16.20 31.20  C194 1.551, C196 1.585, N199 1.436, H203 1.090
196 C -8.14 16.52 32.52  C195 1.585, O197 1.389, H204 1.090, H205 1.090
197 O -8.69 15.78 33.56  C196 1.389, C198 1.469
198 C -7.82 15.70 34.74  O197 1.469, H206 1.090, H207 1.090, H208 1.090
199 N -10.33 16.57 31.31  C195 1.436, H209 1.010, H210 1.010
200 H -8.79 16.66 29.02  C194 1.090
201 H -7.35 16.14 29.77  C194 1.090
202 H -8.11 17.84 30.05  C194 1.090
203 H -9.03 15.12 31.09  C195 1.090
204 H -8.17 17.60 32.68  C196 1.090
205 H -7.10 16.32 32.29  C196 1.090
206 H -8.29 14.94 35.36  C198 1.090
207 H -7.90 16.61 35.32  C198 1.090
208 H -6.79 15.45 34.49  C198 1.090
209 H -10.73 16.21 30.45  N199 1.010
210 H -10.82 16.00 31.99  N199 1.010

Properties
HOMO: -7.856 eV
Total energy: -4109.26498 Eh
Gap between HOMO and LUMO: 0.3019 Eh
Spin multiplicity: 1